No. 1
Here is a cluster of 2 separate species, C2H9N2S in total from OMol25. Energies are from ωB97M-V/def2-TZVPD.

The HOMO-LUMO gap (alpha / beta) comes out at 1.93 / 6.79 eV. The value obtained for the lowest unoccupied orbital energy (alpha / beta) is 6.5 / 6.7 eV. As for the net charge: -2. The multiplicity is 2.

Last column: Mulliken charge in e.
CARTESIAN COORDINATES (ANGSTROEM)
C  -1.39  1.11  0.07  -1.757
N  0.03  1.39  0.34  0.386
C  0.86  1.24  -0.83  -3.251
N  0.62  0.05  -1.64  -0.192
H  -1.96  1.35  0.97  0.455
H  -1.69  1.73  -0.78  0.411
H  -1.59  0.06  -0.16  0.543
H  0.33  0.70  1.03  0.171
H  1.90  1.29  -0.47  0.414
H  0.68  2.11  -1.49  1.087
H  0.62  -0.81  -1.08  -0.082
H  1.30  -0.05  -2.39  0.673
S  -0.08  -1.77  1.05  -0.737
H  0.39  -2.96  1.53  -0.123

No. 2
Here is the ion C12H18N3 with charge +1 at a distorted geometry from OMol25. Energies are from ωB97M-V/def2-TZVPD.

The HOMO-LUMO gap comes out at 7.95 eV. The value obtained for the lowest unoccupied orbital energy is -3.0 eV. As for the net charge: +1.

Last column: Mulliken charge in e.
CARTESIAN COORDINATES (ANGSTROEM)
C  -2.16  1.02  -1.67  -1.303
C  -0.68  0.65  -1.73  0.069
C  0.16  1.82  -2.27  -1.623
C  -0.20  0.17  -0.39  0.211
C  -0.14  -1.12  0.04  0.708
C  -0.48  -2.21  -0.83  -0.743
C  -0.48  -3.49  -0.42  -0.756
C  -0.16  -3.85  0.93  -0.477
C  0.17  -2.90  1.81  -1.245
C  0.27  -1.45  1.46  0.673
C  1.73  -0.98  1.77  -0.791
N  1.75  0.43  2.05  -0.178
C  0.96  1.38  1.52  0.600
N  1.01  2.60  2.09  -0.371
N  0.16  1.24  0.47  -0.013
H  -2.76  0.17  -1.35  0.338
H  -2.51  1.33  -2.66  0.428
H  -2.35  1.84  -0.98  0.335
H  -0.57  -0.17  -2.44  0.434
H  1.22  1.62  -2.16  0.356
H  -0.08  2.77  -1.79  0.357
H  -0.05  1.95  -3.33  0.459
H  -0.75  -1.99  -1.85  0.204
H  -0.74  -4.28  -1.11  0.439
H  -0.21  -4.88  1.22  0.419
H  0.40  -3.14  2.84  0.426
H  -0.38  -0.89  2.14  0.380
H  2.37  -1.22  0.91  0.302
H  2.11  -1.51  2.64  0.505
H  2.27  0.71  2.87  0.240
H  1.63  2.81  2.85  0.196
H  0.50  3.38  1.71  0.178
H  -0.25  2.11  0.14  0.246

No. 3
Here is a structure of composition C42H45N3O11PPt at a distorted geometry from OMol25. Energies are from ωB97M-V/def2-TZVPD.

The HOMO-LUMO gap comes out at 4.65 eV. The value obtained for the lowest unoccupied orbital energy is 1.0 eV. As for the net charge: -1.

Last column: Mulliken charge in e.
CARTESIAN COORDINATES (ANGSTROEM)
Pt  0.99  -0.21  -0.06  2.980
C  0.64  0.87  -4.35  -0.338
O  1.73  1.23  -3.53  -0.397
P  1.82  0.97  -1.92  0.084
O  3.43  0.94  -1.87  -0.367
C  4.22  -0.15  -2.29  -0.646
O  1.65  2.49  -1.37  -0.016
C  2.44  3.58  -1.85  -0.953
H  0.96  1.03  -5.38  0.341
H  -0.23  1.51  -4.14  0.172
H  0.39  -0.17  -4.19  0.094
H  5.25  0.21  -2.35  0.353
H  3.90  -0.51  -3.27  0.270
H  4.17  -0.96  -1.56  0.157
H  1.93  4.49  -1.55  0.216
H  2.52  3.54  -2.94  0.298
H  3.43  3.54  -1.41  0.271
O  1.18  -5.50  2.42  -0.555
C  0.50  -5.01  1.35  1.199
C  -0.20  -5.87  0.52  -0.831
C  -0.96  -5.39  -0.54  -0.734
C  -1.02  -4.03  -0.77  -1.288
C  -0.29  -3.17  0.04  0.384
C  0.48  -3.63  1.10  1.217
C  1.28  -2.64  1.95  -0.056
O  2.02  -3.05  2.83  -0.804
O  1.10  -1.39  1.74  -0.952
H  1.04  -6.45  2.48  0.328
H  -0.16  -6.94  0.70  0.252
H  -1.50  -6.08  -1.17  0.415
H  -1.62  -3.62  -1.57  0.394
H  -0.34  -2.11  -0.14  -0.435
O  1.42  -1.49  -2.87  -0.532
C  1.85  -2.26  -2.00  0.502
O  2.25  -1.89  -0.86  -0.978
C  1.93  -3.74  -2.24  0.235
C  2.55  -4.50  -1.26  -0.534
C  2.62  -5.89  -1.33  -1.282
C  2.02  -6.47  -2.42  1.190
O  1.91  -7.81  -2.73  -0.524
C  1.10  -7.86  -3.88  -0.336
O  0.89  -6.56  -4.38  -0.522
C  1.41  -5.71  -3.42  1.117
C  1.35  -4.34  -3.36  -1.090
H  2.97  -3.99  -0.41  0.539
H  3.08  -6.47  -0.55  0.405
H  0.12  -8.32  -3.61  0.276
H  1.59  -8.48  -4.64  0.256
H  0.87  -3.75  -4.12  0.467
C  -1.67  -0.50  3.14  -1.296
C  -2.96  -1.17  2.70  0.532
C  -2.75  -2.66  2.44  -1.417
C  -3.58  -0.53  1.48  0.226
C  -4.94  -0.33  1.50  -0.798
C  -5.64  0.20  0.43  -1.295
C  -4.93  0.60  -0.69  -0.827
C  -3.57  0.45  -0.78  0.373
C  -2.88  0.93  -2.04  0.341
C  -2.26  -0.24  -2.80  -1.514
C  -1.85  2.02  -1.75  -1.471
C  -2.83  -0.20  0.28  -0.405
O  -1.61  -0.52  0.13  0.711
H  -1.30  -0.95  4.06  0.524
H  -1.83  0.57  3.32  0.207
H  -0.90  -0.61  2.38  0.023
H  -3.69  -1.08  3.52  0.643
H  -2.13  -2.80  1.56  0.129
H  -3.70  -3.16  2.30  0.433
H  -2.23  -3.12  3.28  0.436
H  -5.49  -0.62  2.39  0.353
H  -6.72  0.30  0.46  0.334
H  -5.47  1.04  -1.53  0.346
H  -3.67  1.37  -2.68  0.671
H  -1.36  -0.59  -2.28  0.051
H  -2.00  0.06  -3.81  0.366
H  -2.97  -1.07  -2.87  0.465
H  -0.96  1.59  -1.31  0.078
H  -2.26  2.75  -1.05  0.379
H  -1.59  2.55  -2.66  0.479
N  -0.23  6.10  2.98  0.104
C  0.21  7.30  3.46  0.681
C  -0.45  8.41  3.94  -0.964
C  0.32  9.48  4.36  -0.432
C  1.71  9.44  4.28  -0.432
C  2.38  8.33  3.79  -0.761
C  1.63  7.24  3.38  0.476
N  2.01  6.04  2.87  -0.697
C  0.90  5.36  2.64  -0.298
C  0.82  4.05  2.10  1.241
C  -0.40  3.41  1.78  -0.864
C  -0.40  2.12  1.34  -1.099
N  0.72  1.39  1.20  0.187
C  1.90  1.99  1.47  -0.680
C  1.99  3.28  1.90  -0.685
H  -1.18  5.79  2.93  0.165
H  -1.53  8.45  3.99  0.386
H  -0.16  10.37  4.75  0.382
H  2.28  10.30  4.61  0.366
H  3.46  8.31  3.72  0.433
H  -1.34  3.92  1.91  0.368
H  -1.33  1.61  1.13  0.706
H  2.78  1.37  1.37  0.520
H  2.95  3.73  2.13  0.578

No. 4
Here is an isolated molecule of C4H5NO2 from OMol25. Energies are from ωB97M-V/def2-TZVPD.

The HOMO-LUMO gap comes out at 9.61 eV. The value obtained for the lowest unoccupied orbital energy is 0.8 eV.

Last column: Mulliken charge in e.
CARTESIAN COORDINATES (ANGSTROEM)
C  -1.71  -0.24  -0.77  -1.038
C  -0.41  0.15  -0.17  0.620
C  0.13  1.35  0.16  -0.435
O  1.39  1.10  0.70  -0.305
C  1.49  -0.22  0.63  0.653
O  2.59  -0.82  1.08  -0.476
N  0.49  -0.86  0.14  -0.582
H  -1.53  -0.76  -1.72  0.269
H  -2.22  -0.94  -0.10  0.274
H  -2.36  0.62  -0.95  0.291
H  -0.19  2.37  0.11  0.355
H  2.36  -1.75  0.91  0.373

No. 5
Here is a structure of composition C64H49N3O2P3SbSe4SiV at a distorted geometry from OMol25. Energies are from ωB97M-V/def2-TZVPD.

The HOMO-LUMO gap (alpha / beta) comes out at 5.79 / 5.79 eV. The value obtained for the lowest unoccupied orbital energy (alpha / beta) is 1.1 / 1.1 eV. As for the net charge: -1.

Last column: Mulliken charge in e.
CARTESIAN COORDINATES (ANGSTROEM)
V  2.14  0.05  1.07  -0.691
C  -1.40  3.77  -5.31  -0.757
C  -0.92  4.31  -4.12  -0.716
C  -0.74  3.50  -3.01  -0.469
C  -1.07  2.14  -3.04  0.684
C  -1.52  1.61  -4.25  -0.694
C  -1.69  2.42  -5.37  -0.642
P  -0.89  1.16  -1.48  1.701
C  -2.19  -0.20  -1.72  1.443
C  -2.47  -2.56  -2.27  0.220
C  -3.40  -2.60  -3.46  -1.454
C  -4.16  -1.58  -3.84  -1.022
C  -4.33  -0.31  -3.12  -0.838
C  -3.52  0.26  -2.22  -1.361
C  -1.66  2.38  -0.35  0.109
C  -2.79  3.13  -0.70  -0.321
C  -3.33  4.07  0.16  -1.186
C  -2.73  4.31  1.39  -0.991
C  -1.58  3.63  1.72  0.100
C  -1.00  2.65  0.87  0.657
Si  0.69  1.91  1.54  0.900
C  1.98  3.25  0.88  -0.317
C  1.91  4.57  1.36  -0.396
C  2.85  5.52  1.01  -1.067
C  3.88  5.20  0.14  -1.012
C  3.94  3.93  -0.41  -0.167
C  3.02  2.95  -0.05  -0.049
P  3.09  1.22  -0.76  2.156
C  2.55  1.37  -2.49  0.858
C  2.18  0.23  -3.19  0.990
C  1.85  0.30  -4.53  -1.367
C  1.84  1.52  -5.18  -0.824
C  2.17  2.67  -4.49  -0.783
C  2.53  2.60  -3.15  -0.752
C  4.81  0.71  -0.97  1.198
C  5.04  -0.47  -1.68  -0.730
C  6.20  -1.20  -1.50  -0.701
C  7.20  -0.70  -0.67  -0.662
C  7.03  0.52  -0.04  -0.790
C  5.82  1.20  -0.15  -0.642
C  0.51  1.83  3.46  1.416
C  0.55  2.84  4.43  -0.217
C  0.34  2.54  5.77  -0.881
C  0.10  1.23  6.17  -1.005
C  0.12  0.20  5.24  -0.210
C  0.35  0.49  3.90  -0.533
P  0.39  -0.76  2.53  1.830
C  -1.44  -1.12  2.52  0.859
C  -2.31  -0.03  2.47  0.025
C  -3.69  -0.21  2.55  -1.086
C  -4.21  -1.49  2.69  -0.446
C  -3.35  -2.57  2.78  -1.318
C  -1.98  -2.39  2.70  -0.670
C  1.16  -2.26  3.22  1.223
C  1.04  -3.46  2.51  -0.544
C  1.96  -4.48  2.70  -1.195
C  3.05  -4.29  3.55  -0.567
C  3.17  -3.10  4.25  -0.905
C  2.23  -2.09  4.08  -1.289
H  -1.54  4.40  -6.18  0.330
H  -0.68  5.36  -4.05  0.437
H  -0.36  3.94  -2.09  0.374
H  -1.75  0.55  -4.33  0.068
H  -2.06  1.98  -6.29  0.428
H  -1.92  -3.50  -2.20  0.761
H  -3.37  -3.50  -4.07  0.495
H  -4.78  -1.70  -4.73  0.413
H  -5.26  0.21  -3.34  0.468
H  -3.89  1.15  -1.74  0.192
H  -3.23  3.01  -1.67  0.510
H  -4.22  4.62  -0.13  0.397
H  -3.15  5.03  2.07  0.440
H  -1.11  3.84  2.68  0.261
H  1.09  4.85  2.01  0.347
H  2.78  6.53  1.42  0.449
H  4.63  5.94  -0.12  0.403
H  4.72  3.69  -1.13  0.565
H  2.16  -0.75  -2.71  0.053
H  1.64  -0.63  -5.06  0.510
H  1.55  1.59  -6.23  0.383
H  2.16  3.63  -4.98  0.455
H  2.81  3.50  -2.62  0.309
H  4.30  -0.87  -2.36  0.379
H  6.29  -2.17  -1.97  0.481
H  8.10  -1.28  -0.50  0.377
H  7.81  0.93  0.59  0.382
H  5.66  2.09  0.44  0.395
H  0.76  3.86  4.15  0.366
H  0.35  3.33  6.50  0.420
H  -0.08  1.01  7.22  0.405
H  -0.04  -0.83  5.55  0.495
H  -1.93  0.98  2.39  0.173
H  -4.34  0.65  2.50  0.516
H  -5.28  -1.63  2.76  0.528
H  -3.74  -3.57  2.93  0.936
H  -1.34  -3.26  2.79  0.726
H  0.33  -3.56  1.70  0.513
H  1.88  -5.38  2.11  0.499
H  3.82  -5.04  3.60  0.405
H  4.02  -2.94  4.91  0.411
H  2.37  -1.15  4.60  0.367
N  -5.98  -6.95  2.89  -0.632
C  -5.43  -6.17  2.25  -0.019
C  -4.78  -5.14  1.46  0.489
C  -3.56  -5.38  0.84  -0.847
C  -2.97  -4.40  0.05  0.140
C  -3.61  -3.18  -0.13  -0.449
C  -4.81  -2.93  0.53  -0.548
C  -5.40  -3.90  1.32  -0.558
N  -3.13  -2.18  -1.02  1.072
C  -1.45  -1.38  -2.42  -1.135
C  -0.49  -1.79  -1.30  0.111
N  -0.98  -1.57  -0.15  1.068
C  -2.35  -1.06  -0.45  -1.180
H  -3.06  -6.33  0.97  0.513
H  -2.00  -4.61  -0.39  0.042
H  -5.28  -1.97  0.39  0.607
H  -6.34  -3.71  1.81  0.378
H  -1.02  -1.28  -3.41  0.605
H  0.37  -2.43  -1.49  -0.674
H  -2.86  -0.63  0.41  0.468
Se  0.81  -5.35  -0.81  -0.525
Sb  2.90  -4.06  -1.04  0.748
Se  2.46  -1.77  0.17  -0.407
Se  4.88  -5.08  -0.08  -0.683
Se  3.10  -3.27  -3.36  -0.593
O  3.78  0.54  1.69  -0.428
O  2.76  0.81  2.69  -0.490

No. 6
Here is an isolated molecule of C11H20N2O5 at a distorted geometry from OMol25. Energies are from ωB97M-V/def2-TZVPD.

The HOMO-LUMO gap comes out at 9.68 eV. The value obtained for the lowest unoccupied orbital energy is 0.5 eV.

Last column: Mulliken charge in e.
CARTESIAN COORDINATES (ANGSTROEM)
C  -3.60  2.03  1.82  -1.351
C  -2.55  2.99  1.26  0.943
C  -3.16  4.12  0.58  -1.619
C  -1.54  2.16  0.32  -1.260
C  -0.73  1.08  1.06  0.114
N  -0.26  1.55  2.34  -0.563
C  0.43  0.47  0.29  0.216
O  1.39  1.21  0.03  -0.686
N  0.25  -0.86  -0.07  -0.233
C  1.18  -1.39  -1.06  0.259
C  2.03  -2.43  -0.44  -1.055
C  3.02  -3.04  -1.40  -0.282
C  4.12  -3.82  -0.70  0.323
O  4.73  -3.50  0.27  -0.546
O  4.45  -5.04  -1.29  -0.449
C  0.49  -1.68  -2.37  0.338
O  -0.61  -2.20  -2.40  -0.613
O  1.07  -1.47  -3.57  -0.472
H  -3.11  1.10  1.90  0.349
H  -4.50  1.86  1.27  0.398
H  -3.98  2.41  2.78  0.300
H  -1.89  3.32  2.10  0.281
H  -2.53  4.61  -0.16  0.398
H  -3.95  3.70  0.00  0.349
H  -3.45  4.99  1.12  0.379
H  -0.83  2.92  -0.06  0.381
H  -2.08  1.82  -0.55  0.354
H  -1.37  0.25  1.38  0.344
H  0.51  2.29  2.23  0.279
H  -0.04  0.84  2.97  0.239
H  -0.72  -1.33  -0.04  0.375
H  1.84  -0.54  -1.25  0.460
H  2.46  -1.91  0.44  0.356
H  1.46  -3.23  0.06  0.315
H  3.45  -2.27  -2.02  0.396
H  2.60  -3.86  -1.98  0.289
H  5.03  -5.28  -0.60  0.330
H  0.41  -1.83  -4.24  0.365

Quick rundown of electronic energy, same order as above: -589.15508, -632.10042, -3080.19049, -360.65109, -14886.50115, -916.86502 Eh